P:
The following is a quantum chemistry calculation of the molecule C6H4O, from OMol25.

## Properties
* E_LUMO: 0.27 eV
* highest occupied orbital energy: -8.29 eV
* HOMO-LUMO gap: 0.3146 hartree

```
! wB97M-V def2-TZVPD RIJCOSX def2/J DEFGRID3
* xyz 0 1
C 1.60400 0.60450 -0.40596
C 1.27445 -0.32118 0.39924
C 0.72111 -1.40427 1.03630
C 0.30300 0.87661 0.33910
C -0.97795 0.46295 -0.25893
C -1.25139 -0.84660 -0.19853
O -0.47413 -1.72625 0.52878
H 2.25459 0.87649 -1.19723
H 0.34394 1.66766 1.08385
H -1.67765 1.15624 -0.71947
H -2.11997 -1.34616 -0.60715
*
```

Q:
The following is a quantum chemistry calculation of the molecule C6H4O, from OMol25.

## Properties
* E_LUMO: 0.88 eV
* highest occupied orbital energy: -8.61 eV
* SMILES string: C#Cc1ccco1
* HOMO-LUMO gap: 0.3485 hartree

```
! wB97M-V def2-TZVPD RIJCOSX def2/J DEFGRID3
* xyz 0 1
C -1.28033 -1.92815 -1.91910
C -0.95956 -1.18465 -1.02970
C -0.36677 -0.24229 -0.17532
C -0.12422 -0.20638 1.15894
C 0.67326 0.95553 1.37601
C 0.85826 1.51883 0.15311
O 0.23629 0.80569 -0.80496
H -0.97740 -2.50093 -2.75253
H -0.48069 -0.93823 1.86955
H 1.04554 1.32110 2.31956
H 1.37562 2.39948 -0.19555
*
```

R:
The following is a quantum chemistry calculation of the molecule C6H4O, from OMol25.

## Properties
* E_LUMO (alpha / beta): -0.98 / -0.98 eV
* highest occupied orbital energy (alpha / beta): -8.88 / -8.88 eV
* HOMO-LUMO gap (alpha / beta): 0.2902 / 0.2902 hartree

```
! wB97M-V def2-TZVPD RIJCOSX def2/J DEFGRID3
* xyz 0 1
C -0.38349 1.25178 0.32082
C -1.20657 1.36817 -0.90669
C -1.59872 0.43452 -0.00658
C -0.63195 -0.19450 0.87170
C 0.60156 -0.62386 0.29609
C 0.81686 -0.91227 -1.12975
O -0.06239 -0.97932 -1.96233
H 0.02798 1.98615 1.00747
H -0.85139 -0.35116 1.92748
H 1.40251 -0.92157 0.97939
H 1.88561 -1.05793 -1.39760
*
```

We find Q to be the most stable, with the next structure 0.1259 hartree higher.

P:
The following is a quantum chemistry calculation of the molecule C6H4O, from OMol25.

## Properties
* E_LUMO: 0.57 eV
* highest occupied orbital energy: -9.05 eV
* HOMO-LUMO gap: 0.3535 hartree

```
! wB97M-V def2-TZVPD RIJCOSX def2/J DEFGRID3
* xyz 0 1
C -1.07805 1.46704 -1.65674
C -0.75013 0.46873 -1.07298
C -1.19965 -0.36403 0.90273
C -0.35640 -0.73865 -0.32686
C 1.07778 -0.68766 0.14488
C 1.02701 -0.18503 1.36821
O -0.30002 0.06665 1.77154
H -1.32282 2.32541 -2.23693
H -0.65847 -1.62979 -0.88823
H 1.97074 -0.98059 -0.39536
H 1.77488 0.05597 2.11051
*
```

Q:
The following is a quantum chemistry calculation of the molecule C6H4O, from OMol25.

## Properties
* E_LUMO: -1.14 eV
* highest occupied orbital energy: -10.41 eV
* HOMO-LUMO gap: 0.3410 hartree

```
! wB97M-V def2-TZVPD RIJCOSX def2/J DEFGRID3
* xyz 0 1
C 0.88430 -1.52812 0.64292
C 0.58568 -0.61535 -0.50540
C 0.90339 -0.24507 -1.70491
C -0.74692 0.10859 -0.32500
O -1.69080 -0.56497 0.00395
C -0.81967 1.54133 -0.35078
C -0.95410 2.73159 -0.29259
H 1.88159 -1.92212 0.49974
H 0.15884 -2.34594 0.72947
H 0.84875 -0.94830 1.56869
H -1.05106 3.78838 -0.26607
*
```

R:
The following is a quantum chemistry calculation of the molecule C6H4O, from OMol25.

## Properties
* E_LUMO: 0.88 eV
* highest occupied orbital energy: -8.36 eV
* SMILES string: C#Cc1ccco1
* HOMO-LUMO gap: 0.3396 hartree

```
! wB97M-V def2-TZVPD RIJCOSX def2/J DEFGRID3
* xyz 0 1
C 2.57306 0.28832 -0.43131
C 1.77188 -0.38245 0.17859
C 0.43125 -0.51697 0.66387
C -0.25793 0.66070 0.62907
C -1.49599 0.38537 0.00731
C -1.53428 -0.96764 -0.14605
O -0.37649 -1.54093 0.25213
H 3.10988 0.99221 -1.03141
H 0.24083 1.59988 0.81678
H -2.16226 1.11702 -0.42628
H -2.29996 -1.63551 -0.51271
*
```

S:
The following is a quantum chemistry calculation of the molecule C6H4O, from OMol25.

## Properties
* E_LUMO: -0.03 eV
* highest occupied orbital energy: -9.10 eV
* HOMO-LUMO gap: 0.3333 hartree

```
! wB97M-V def2-TZVPD RIJCOSX def2/J DEFGRID3
* xyz 0 1
C -0.89406 -0.58296 -0.47502
C -0.83567 0.49167 -1.70932
C 0.19016 -0.31409 -1.57559
C 0.58303 -0.96873 -0.36877
C 0.20005 -0.17707 0.79394
C 0.29588 1.30914 0.92256
O 0.63809 2.05759 0.04347
H -1.67498 -1.34032 -0.44261
H 0.88164 -2.00275 -0.27712
H 0.31546 -0.69465 1.76312
H -0.04848 1.68732 1.90841
*
```

We find R to be the most stable, with the next structure 0.0577 hartree higher.

P:
The following is a quantum chemistry calculation of the molecule C6H4O, from OMol25.

## Properties
* E_LUMO: 0.93 eV
* highest occupied orbital energy: -7.98 eV
* HOMO-LUMO gap: 0.3275 hartree

```
! wB97M-V def2-TZVPD RIJCOSX def2/J DEFGRID3
* xyz 0 1
C 1.77434 0.63227 -0.66695
C 1.43496 -0.38061 -0.00468
C 0.50138 -0.73653 1.00494
C 0.20902 0.66969 0.39264
C -1.03837 0.48204 -0.35304
C -1.38110 -0.81265 -0.23031
O -0.56682 -1.56184 0.52952
H 2.45398 1.35737 -1.06730
H 0.46612 1.52825 1.00517
H -1.57479 1.23865 -0.90890
H -2.23173 -1.34306 -0.64609
*
```

Q:
The following is a quantum chemistry calculation of a structure of composition C6H4O, from OMol25.

## Properties
* E_LUMO: 0.68 eV
* highest occupied orbital energy: -9.27 eV
* HOMO-LUMO gap: 0.3657 hartree

```
! wB97M-V def2-TZVPD RIJCOSX def2/J DEFGRID3
* xyz 0 1
C -0.44135 2.04423 2.47198
C -0.22713 1.23947 1.51942
C 0.03375 0.41525 0.37925
C 0.27523 -0.92015 0.27241
C 0.33661 -1.19991 -1.12476
C 0.14560 -0.00853 -1.74915
O -0.05254 0.98264 -0.85457
H -1.08066 0.92563 2.36825
H 0.38481 -1.60926 1.09853
H 0.49719 -2.15962 -1.59449
H 0.12849 0.29025 -2.78686
*
```

We find Q to be the most stable, with the next structure 0.0788 hartree higher.

P:
The following is a quantum chemistry calculation of the molecule C6H4O, from OMol25.

## Properties
* E_LUMO: 0.43 eV
* highest occupied orbital energy: -8.68 eV
* SMILES string: C#Cc1ccco1
* HOMO-LUMO gap: 0.3350 hartree

```
! wB97M-V def2-TZVPD RIJCOSX def2/J DEFGRID3
* xyz 0 1
C -2.92180 -0.13506 0.74601
C -1.74527 0.13776 0.64204
C -0.38776 0.22516 0.32619
C 0.61497 -0.66977 0.54756
C 1.71350 -0.22225 -0.23679
C 1.27834 0.89206 -0.88550
O 0.00413 1.17723 -0.56365
H -3.52087 -0.76575 0.13096
H 0.53269 -1.55081 1.16985
H 2.69508 -0.66568 -0.29592
H 1.73699 1.57710 -1.58075
*
```

Q:
The following is a quantum chemistry calculation of the molecule C6H4O, from OMol25.

## Properties
* E_LUMO: -0.25 eV
* highest occupied orbital energy: -10.25 eV
* SMILES string: C#CC(=O)C#CC
* HOMO-LUMO gap: 0.3674 hartree

```
! wB97M-V def2-TZVPD RIJCOSX def2/J DEFGRID3
* xyz 0 1
C 2.79682 -0.89114 0.75483
C 2.11054 0.09544 0.67291
C 1.22179 1.25089 0.56546
O 1.53789 2.36200 0.93082
C -0.06723 0.88273 0.00994
C -1.08113 0.35093 -0.37252
C -2.25808 -0.40983 -0.77407
H 3.41138 -1.76166 0.83151
H -3.18006 0.16885 -0.68161
H -2.33122 -1.29156 -0.12995
H -2.16070 -0.75665 -1.80732
*
```

R:
The following is a quantum chemistry calculation of the molecule C6H4O, from OMol25.

## Properties
* E_LUMO: 0.16 eV
* highest occupied orbital energy: -8.12 eV
* SMILES string: C#Cc1ccco1
* HOMO-LUMO gap: 0.3045 hartree

```
! wB97M-V def2-TZVPD RIJCOSX def2/J DEFGRID3
* xyz 0 1
C -0.38194 -1.85389 1.53105
C -1.25505 -1.68382 0.67605
C -0.65283 -0.56471 -0.08349
C 0.52417 -0.40991 -0.75128
C 0.69639 0.99566 -0.88940
C -0.35810 1.62608 -0.33486
O -1.26414 0.71345 0.11338
H 0.35449 -1.84546 2.30536
H 1.25409 -1.13468 -1.10068
H 1.55776 1.46806 -1.31723
H -0.47485 2.68920 -0.14889
*
```

We find P to be the most stable, with the next structure 0.0298 hartree higher.

P:
The following is a quantum chemistry calculation of a structure of composition C3H5N2O, from OMol25.

## Properties
* E_LUMO: -6.17 eV
* highest occupied orbital energy: -16.65 eV
* HOMO-LUMO gap: 0.3851 hartree

```
! wB97M-V def2-TZVPD RIJCOSX def2/J DEFGRID3
* xyz 1 1
C 0.03124 1.00925 -1.63459
C 0.69195 0.24549 -0.63778
C 0.01880 -0.86876 1.41403
N -1.22819 1.05639 -1.57022
N -0.18312 -0.18134 0.20133
O -1.42291 0.15912 0.02318
H 0.34039 1.52598 -2.50170
H 1.73735 0.17983 -0.51869
H -0.57840 -0.29653 2.28439
H -0.54779 -1.82921 1.33672
H 1.14068 -1.00021 1.60333
*
```

Q:
The following is a quantum chemistry calculation of the ion C3H5N2O with charge +1, from OMol25.

## Properties
* E_LUMO: -5.18 eV
* highest occupied orbital energy: -15.43 eV
* SMILES string: C=NC(O)=[N+]=C
* HOMO-LUMO gap: 0.3766 hartree

```
! wB97M-V def2-TZVPD RIJCOSX def2/J DEFGRID3
* xyz 1 1
C 0.86121 2.14440 0.97682
N 0.55810 0.93773 0.80856
C -0.16183 -0.07542 0.42506
O -1.32602 -0.27672 1.38758
N 0.13511 -1.21403 -0.16128
C -0.07905 -1.70016 -1.29214
H 1.60145 2.49371 1.76359
H 0.57848 2.94883 0.42777
H -1.86369 -0.80748 0.86788
H -0.06674 -2.75215 -1.64954
H -0.43088 -0.92239 -2.01976
*
```

We find Q to be the most stable, with the next structure 0.0557 hartree higher.

P:
The following is a quantum chemistry calculation of a cluster of 2 separate species, C3H5N2O in total, from OMol25.

## Properties
* E_LUMO: -3.56 eV
* highest occupied orbital energy: -15.91 eV
* HOMO-LUMO gap: 0.4539 hartree

```
! wB97M-V def2-TZVPD RIJCOSX def2/J DEFGRID3
* xyz 1 1
C 1.18615 -0.43500 -0.03491
C -2.72421 0.07945 0.05260
C 2.54079 -0.09016 -0.05051
N -2.96614 1.22046 -0.06895
N 0.06594 -0.68666 -0.00555
O -2.37245 -1.03586 0.01477
H 2.78909 0.48085 0.84896
H 2.76954 0.51270 -0.93133
H 3.15072 -0.99890 -0.07285
H -3.50257 2.00087 0.23930
H -0.93687 -1.04774 0.00846
*
```

Q:
The following is a quantum chemistry calculation of a cluster of 2 separate species, C3H5N2O in total, from OMol25.

## Properties
* E_LUMO: -4.81 eV
* highest occupied orbital energy: -15.01 eV
* HOMO-LUMO gap: 0.3750 hartree

```
! wB97M-V def2-TZVPD RIJCOSX def2/J DEFGRID3
* xyz 1 1
C -4.19737 -0.34441 0.15644
C 0.57100 1.18994 -0.26858
C -0.85631 0.94823 -0.07296
N -0.36184 -1.40393 0.24170
N -0.19347 -0.13576 -0.05646
O -5.29437 -0.50630 -0.08630
H 1.09811 1.49439 -1.10877
H 1.09898 1.65593 0.58060
H -1.87773 1.30430 -0.33918
H 0.33072 -2.10900 0.35540
H -1.29752 -1.62785 0.54452
*
```

R:
The following is a quantum chemistry calculation of the ion C3H5N2O with charge +1, from OMol25.

## Properties
* E_LUMO: -6.79 eV
* highest occupied orbital energy: -15.72 eV
* SMILES string: O[N+]1=NC=CC1
* HOMO-LUMO gap: 0.3280 hartree

```
! wB97M-V def2-TZVPD RIJCOSX def2/J DEFGRID3
* xyz 1 1
O -2.37268 -0.18807 -0.11275
N -0.98900 -0.57781 0.10318
N -0.21328 -1.67043 0.03664
C 1.03855 -1.26225 0.01374
C 1.19415 0.08936 -0.05659
C -0.20082 0.63621 0.05248
H -2.83498 -0.98335 0.16983
H 1.87810 -2.08644 0.02811
H 2.04378 0.69387 -0.20223
H -0.48471 1.14408 0.96068
H -0.53547 1.46094 -0.62505
*
```

We find P to be the most stable, with the next structure 0.1307 hartree higher.